Density functional theory data (ωB97M-V with the def2-TZVPD basis set) for C29H29F10N4S3SiW as an isolated structure.

Geometry as XYZ:
```
77
Properties=species:S:1:pos:R:3:forces:R:3
W 0.212792 -0.817183 0.785883 0.0 -0.7 0.1
C -1.167711 0.636170 3.350327 0.0 0.0 0.0
N -0.720789 -0.690551 2.904366 -0.1 0.1 0.1
C 0.338785 -1.136783 3.812295 0.1 0.0 0.0
C 1.634026 -0.389555 3.517675 -0.1 0.0 0.0
N 1.681938 0.111302 2.133925 -0.2 0.1 0.0
C 2.863399 0.756244 1.831518 0.1 0.0 0.0
C 3.045954 1.493835 0.636571 -0.1 0.0 -0.1
F 2.052283 1.645955 -0.241109 0.0 0.0 0.0
C 4.211225 2.136240 0.273261 0.0 0.0 0.0
F 4.256270 2.803541 -0.888822 0.0 0.0 0.0
C 5.322567 2.123358 1.087997 0.0 0.0 0.0
F 6.455873 2.755463 0.743023 0.0 0.0 0.0
C 5.212852 1.434456 2.270256 0.0 0.0 0.0
F 6.264724 1.381446 3.105046 0.0 0.0 0.0
C 4.043408 0.776596 2.620164 0.0 0.0 0.0
F 4.155033 0.129460 3.807760 0.0 0.0 0.0
C -1.863857 -1.620755 2.933581 0.0 0.0 -0.1
C -2.766813 -1.292909 1.772816 0.1 -0.1 0.0
N -1.951760 -1.203196 0.563358 0.0 0.1 0.1
C -2.764304 -1.196606 -0.557970 0.0 0.1 -0.1
C -3.813518 -0.293244 -0.755600 0.0 0.1 0.0
F -3.983764 0.737979 0.097008 0.0 -0.1 0.0
C -4.686142 -0.362271 -1.829661 0.0 0.0 0.0
F -5.664283 0.549478 -1.965748 0.0 0.0 0.0
C -4.521203 -1.334160 -2.790861 0.0 0.0 0.0
F -5.341329 -1.392940 -3.851901 0.0 0.0 0.0
C -3.471426 -2.228187 -2.660385 0.0 0.0 0.0
F -3.296219 -3.174317 -3.595557 0.0 0.0 0.0
C -2.627542 -2.158406 -1.571830 0.0 -0.1 0.1
F -1.648035 -3.061758 -1.490380 -0.1 0.0 0.0
H -1.648750 0.547986 4.332059 0.0 0.0 0.0
H -1.871016 1.062787 2.640882 0.0 0.0 0.0
H -0.301573 1.284739 3.438235 0.0 0.0 0.0
H 0.482910 -2.200072 3.641407 0.0 0.0 0.0
H 0.027904 -0.985687 4.854658 0.0 0.0 0.0
H 2.430208 -1.103488 3.717377 0.1 0.0 0.0
H 1.766315 0.443173 4.222546 0.0 -0.1 0.0
H -2.391574 -1.536675 3.892629 0.0 0.0 0.0
H -1.472933 -2.632028 2.832147 0.0 0.0 0.0
H -3.323555 -0.371564 1.990357 0.0 0.0 0.0
H -3.518999 -2.090662 1.687016 0.0 0.0 0.0
C 4.154754 -3.317917 -0.431393 -0.1 0.0 0.0
C 2.795438 -2.944748 0.097338 -0.1 0.0 -0.1
S 2.238946 -1.361663 -0.411043 0.1 -0.1 0.1
C 1.986758 -3.735974 0.817457 0.0 0.0 -0.1
C 2.262858 -5.148259 1.254118 0.0 0.1 0.0
S 0.388900 -3.129708 1.235221 0.2 0.3 0.0
H 4.860818 -2.503053 -0.262181 0.0 0.0 0.0
H 4.109706 -3.487096 -1.510012 0.0 0.0 0.0
H 4.551143 -4.215530 0.040947 0.0 0.0 0.0
H 3.245393 -5.493452 0.936295 0.0 0.0 0.0
H 1.515393 -5.826342 0.835174 0.0 0.0 0.0
H 2.203752 -5.238078 2.341752 0.0 0.0 0.0
C -1.966352 3.993837 -4.178492 0.0 0.0 0.0
Si -1.297118 2.329506 -3.610520 -0.1 0.1 -0.1
C 0.374315 2.065272 -4.404256 0.0 -0.1 0.1
C -2.502514 1.005851 -4.138175 0.0 0.0 0.0
C -1.121061 2.396811 -1.741256 0.0 0.1 -0.1
C -1.299860 3.580310 -1.050607 0.0 0.0 0.0
C -0.989224 3.663426 0.307819 0.0 0.0 0.0
C -0.540737 2.532024 0.946733 0.0 0.0 0.0
N -0.418499 1.345937 0.339927 -0.1 0.2 -0.1
C -0.655085 1.294229 -0.993699 0.0 0.0 0.2
S -0.166348 -0.222460 -1.604228 0.1 0.0 -0.2
H -2.093014 3.984561 -5.263541 0.0 0.0 0.0
H -1.290917 4.815349 -3.931786 0.0 0.0 0.0
H -2.941099 4.206517 -3.733449 0.0 0.0 0.0
H 0.286495 2.032651 -5.492703 0.0 0.0 0.0
H 0.815408 1.126291 -4.064236 0.0 0.0 0.0
H 1.062190 2.870851 -4.140439 0.0 0.0 0.0
H -2.594248 0.981485 -5.226852 0.0 0.0 0.0
H -3.493662 1.198339 -3.721390 0.0 0.0 0.0
H -2.170999 0.023291 -3.798451 0.0 0.0 0.0
H -1.652330 4.464233 -1.568833 0.0 0.0 0.0
H -1.069143 4.595509 0.849930 0.0 0.0 0.0
H -0.231454 2.580823 1.978530 0.0 0.0 0.0
```
Forces are in eV/Å.

As for the total energy: -105890.930 eV. The HOMO-LUMO gap (spin up / spin down) is 5.7 / 6.0 eV. Its total charge is -1.

=====

Density functional theory data (ωB97M-V with the def2-TZVPD basis set) for C29H29F2N2O5PSeSr as an isolated structure.

Geometry as XYZ:
```
70
Properties=species:S:1:pos:R:3:forces:R:3
Sr 1.422827 -0.273894 -0.466728 0.1 0.3 -0.5
C -4.447568 1.525381 -2.880793 0.0 0.0 0.0
C -3.390568 1.558460 -3.780333 0.0 0.0 0.0
C -2.159559 2.079414 -3.398036 0.0 0.0 0.0
C -1.967799 2.575762 -2.111184 0.0 -0.1 0.0
C -3.028442 2.510086 -1.207450 0.0 0.0 0.1
C -4.261066 2.002038 -1.588430 0.0 0.0 0.0
P -0.378169 3.285843 -1.498935 -0.1 0.1 0.0
C -0.742420 5.074163 -1.841402 0.0 0.0 0.0
C 0.125043 6.001098 -1.260733 0.0 0.0 0.0
C -0.025244 7.363757 -1.476163 0.0 0.0 0.0
C -1.066614 7.831716 -2.268104 0.0 0.0 0.0
C -1.947927 6.923472 -2.839672 0.0 0.0 0.0
C -1.784288 5.559653 -2.629437 0.0 0.0 0.0
C 0.767085 2.867669 -2.854461 0.0 -0.1 0.0
C 1.027792 3.686601 -3.957145 0.0 0.0 0.1
C 1.885755 3.240102 -4.951569 0.0 0.0 0.0
C 2.451193 1.973871 -4.840981 0.0 0.0 0.0
C 2.164570 1.171512 -3.739924 -0.1 0.1 0.0
C 1.326786 1.584340 -2.683065 0.0 -0.4 0.2
H -5.404891 1.112991 -3.177473 0.0 0.0 0.0
H -3.520716 1.168990 -4.783613 0.0 0.0 0.0
H -1.332144 2.091213 -4.097515 0.0 0.0 0.0
H -2.870364 2.840658 -0.186476 0.0 0.0 0.0
H -5.070275 1.953820 -0.869567 0.0 0.0 0.0
H 0.927599 5.637472 -0.627744 0.0 0.0 0.0
H 0.664168 8.062467 -1.017003 0.0 0.0 0.0
H -1.193932 8.895323 -2.432356 0.0 0.0 0.0
H -2.766008 7.278708 -3.456243 0.0 0.0 0.0
H -2.477540 4.862537 -3.086599 0.0 0.0 0.0
H 0.569731 4.667311 -4.041911 0.0 0.0 0.0
H 2.108009 3.869636 -5.807360 0.0 0.0 0.0
H 3.120145 1.615489 -5.619421 0.0 0.0 0.0
H 2.621949 0.184404 -3.702506 0.0 0.0 0.0
C 3.031734 -5.826642 5.220624 0.0 0.0 0.0
C 1.522097 -5.642521 5.316036 0.0 0.0 0.0
N 1.017669 -4.768130 4.270184 -0.1 0.0 0.0
C 0.861192 -3.348385 4.612980 -0.1 0.0 0.0
C -0.468604 -3.056802 5.289554 0.0 0.0 -0.1
C 0.547152 -5.343915 3.139077 0.6 0.0 -0.3
O 0.555588 -6.562684 2.966564 -0.2 0.0 0.1
C 0.085016 -4.443896 2.030675 -0.2 -0.1 0.1
C -1.195623 -4.625012 1.532869 0.0 0.0 0.0
C -1.636220 -3.820836 0.499550 0.0 0.0 -0.1
C -0.761861 -2.878881 -0.015865 0.0 0.0 0.0
N 0.486984 -2.731493 0.416467 -0.2 0.0 -0.1
C 0.895186 -3.492155 1.424394 0.1 0.0 0.0
H 3.397894 -6.456142 6.034999 0.0 0.0 0.0
H 3.542982 -4.863765 5.270472 0.0 0.0 0.0
H 3.285280 -6.301325 4.272389 0.0 0.0 0.0
H 1.250587 -5.201092 6.277745 0.0 0.0 0.0
H 1.024457 -6.606258 5.227503 0.0 0.0 0.0
H 0.946749 -2.702602 3.744708 0.1 0.0 0.0
H 1.691511 -3.089319 5.274038 0.0 0.0 -0.1
H -1.287589 -3.297908 4.608716 0.0 0.0 0.0
H -0.529160 -1.990037 5.500802 0.0 0.0 0.1
H -0.594766 -3.633677 6.211263 0.0 0.0 0.0
H -1.829837 -5.388699 1.966257 0.0 0.0 0.0
H -2.638015 -3.908216 0.101558 0.0 0.0 0.0
H -1.085017 -2.215662 -0.811068 0.0 0.0 0.0
H 1.918614 -3.343052 1.747327 0.0 0.0 0.0
F 1.888123 -2.644642 -2.713132 0.0 0.0 0.0
C 2.960203 -2.130263 -1.879280 0.0 0.1 0.1
F 3.404463 -3.314338 -1.200014 0.0 0.0 0.0
H 3.760783 -1.987517 -2.627735 0.0 -0.1 0.0
O 1.851206 1.121778 1.527477 0.1 -0.2 -0.1
Se 0.502068 0.593997 2.343291 -0.2 0.0 0.5
O -0.198086 1.770275 3.207844 0.0 0.0 0.0
O -0.483929 0.035450 1.120730 0.1 0.0 0.0
O 0.934052 -0.687695 3.271333 0.0 0.0 0.0
```
Forces are in eV/Å.

As for the total energy: -124667.031 eV. The HOMO-LUMO gap is 6.4 eV. Its total charge is -2.

=====

Density functional theory data (ωB97M-V with the def2-TZVPD basis set) for C29H30AlBrN3O8 as an isolated structure.

Geometry as XYZ:
```
72
Properties=species:S:1:pos:R:3:forces:R:3
N -7.216267 -0.892211 -1.347430 -0.3 0.0 0.1
C -6.315057 -0.347175 -0.626501 0.9 0.6 0.0
N -5.380815 0.503823 -1.228842 -0.4 -0.5 -0.1
N -6.172066 -0.438578 0.758854 -0.6 -0.9 -0.3
C -4.840659 -0.612481 1.362764 0.0 0.2 0.1
C -5.012772 -1.057595 2.824161 0.1 0.1 0.1
C -4.064215 -2.160768 3.303971 0.1 0.1 0.1
C -4.074001 -3.427338 2.436119 -0.2 -0.1 0.1
Al -2.715318 -3.577447 0.977026 0.0 0.2 -0.1
Br -0.961454 -5.007486 1.765130 0.0 -0.1 0.0
H -7.846790 -1.451700 -0.778442 0.0 0.0 0.0
H -4.437218 0.337757 -0.907585 0.1 0.1 0.0
H -5.456829 0.365855 -2.228863 0.1 0.1 0.0
H -6.760080 -1.217912 1.039111 0.0 0.2 0.3
H -4.324597 0.351564 1.315841 0.1 -0.1 0.0
H -4.228758 -1.336934 0.811487 -0.1 0.1 0.0
H -6.047156 -1.403487 2.961988 0.1 0.0 0.0
H -4.898514 -0.188590 3.484358 -0.1 -0.1 -0.1
H -4.362810 -2.375601 4.340754 0.1 0.0 -0.1
H -3.042692 -1.756155 3.367027 -0.1 0.0 0.0
H -5.090562 -3.578150 2.033848 0.1 0.0 0.1
H -3.876733 -4.298948 3.077080 -0.1 0.1 -0.1
H -2.001883 -2.155112 0.668451 0.0 0.0 0.0
H -3.339909 -4.174509 -0.396931 0.0 -0.1 0.0
C -1.880566 -2.478437 -3.556106 0.0 0.0 0.0
C -2.369764 -1.901053 -2.460480 0.0 0.2 0.0
C -1.962586 -0.520413 -2.098517 0.0 -0.1 0.2
O -2.382234 0.022818 -1.093248 0.0 0.1 -0.2
C -1.005941 0.188646 -2.980723 0.0 0.1 0.0
C -0.510397 -0.398073 -4.064267 0.0 -0.1 0.0
C -0.917548 -1.778245 -4.440760 0.0 0.1 0.1
O -0.469863 -2.304197 -5.439119 0.0 0.0 0.0
H -2.147976 -3.485795 -3.848548 0.0 0.0 0.0
H -3.050621 -2.391006 -1.776217 0.0 -0.1 0.0
H -0.733335 1.187732 -2.663936 0.0 -0.1 -0.1
H 0.207223 0.082695 -4.717177 0.0 0.0 0.0
C 3.107540 1.446028 1.545814 -0.1 0.1 0.0
C 2.923363 1.449161 0.230332 0.0 0.0 0.0
C 1.567147 1.301322 -0.343622 -0.2 -0.1 0.1
O 1.388024 1.310434 -1.547041 0.2 0.1 0.0
C 0.422286 1.132647 0.586089 0.1 0.0 0.0
C 0.610329 1.120929 1.902805 0.0 0.0 0.0
C 1.965915 1.282724 2.482645 0.0 0.0 0.0
O 2.151767 1.270942 3.682219 0.0 0.0 0.0
H 4.083806 1.547216 2.000209 0.0 0.0 0.0
H 3.739316 1.547581 -0.474259 0.0 0.0 0.0
H -0.554873 1.009463 0.132516 0.0 0.0 0.0
H -0.200724 0.989459 2.607263 0.0 0.0 0.0
C 6.234956 -2.396336 3.775434 0.0 0.0 0.0
C 5.654513 -1.453362 3.039315 0.0 0.0 0.0
C 6.022751 -1.257622 1.612995 -0.1 -0.1 0.1
O 5.496657 -0.393219 0.945662 0.1 0.0 -0.1
C 7.052673 -2.157997 1.035387 0.0 0.0 0.0
C 7.633256 -3.099272 1.772848 0.0 0.0 0.0
C 7.273281 -3.291681 3.202809 -0.1 0.1 0.0
O 7.809547 -4.146018 3.873301 0.0 0.0 0.0
H 5.986202 -2.563296 4.815584 0.0 0.0 0.0
H 4.892354 -0.790884 3.431533 0.0 0.0 0.0
H 7.293115 -1.995812 -0.007555 0.0 0.0 0.0
H 8.388160 -3.769137 1.381412 0.0 0.0 0.0
C 3.126621 6.693985 -2.720129 0.0 0.0 0.0
C 2.647826 6.350060 -1.528753 0.0 0.0 0.0
C 1.876244 5.092343 -1.347869 0.0 0.0 0.0
O 1.451683 4.769628 -0.258899 0.0 0.0 0.0
C 1.655078 4.239288 -2.542561 -0.1 0.1 0.0
C 2.140590 4.582647 -3.732442 0.0 0.0 0.0
C 2.913648 5.835570 -3.916926 0.0 0.0 0.1
O 3.358977 6.156348 -4.997804 0.0 0.0 0.0
H 3.693201 7.601665 -2.885543 0.0 0.0 0.0
H 2.791912 6.951651 -0.640186 0.0 0.0 0.0
H 1.092201 3.332599 -2.368961 0.0 0.0 -0.1
H 2.001418 3.975454 -4.617902 0.0 0.0 0.0
```
Forces are in eV/Å.

As for the total energy: -128048.774 eV. The HOMO-LUMO gap is 5.3 eV. Its total charge is -1.